No. 1
Molecular formula: H4O2
Method: DFT, ωB97M-V/def2-TZVPD

Last column: Löwdin charge in e.
Cartesian coordinates (Å):
H: 0.912 -0.468 -0.234  0.0032
H: 2.449 -0.636 -0.677  0.0659
H: -2.081 0.376 -0.248  0.0580
H: -1.045 0.381 0.778  -0.0156
O: 1.743 -0.022 -0.348  -0.0687
O: -1.976 0.369 0.729  -0.0427

Calculated total energy in eV: -4159.5920
ΔE to the lowest compared entry with this formula, charge and spin in kcal/mol: 8.0
SMILES string: O.O

No. 2
Molecular formula: C50H43FN3PS2Se2W
Method: DFT, ωB97M-V/def2-TZVPD

Last column: Löwdin charge in e.
Cartesian coordinates (Å):
W: 0.443 -0.307 0.114  1.1286
S: 4.032 -1.607 6.130  1.0932
C: 3.027 -1.383 7.489  -0.3719
C: 1.707 -1.303 7.151  -0.1551
C: 1.494 -1.419 5.770  -0.0929
C: 2.661 -1.584 5.053  -0.4651
C: 2.851 -1.621 3.627  -0.1855
C: 1.750 -1.577 2.751  -0.0357
N: 1.833 -1.337 1.439  -0.0105
C: 3.098 -1.290 0.896  -0.1501
C: 4.264 -1.505 1.674  -0.1154
C: 5.530 -1.544 1.015  0.0147
C: 5.631 -1.401 -0.328  0.0158
C: 4.477 -1.168 -1.133  -0.1145
C: 4.527 -1.065 -2.520  0.0637
C: 3.348 -0.881 -3.252  -0.1709
C: 2.155 -0.733 -2.534  -0.0449
N: 2.062 -0.787 -1.192  -0.1122
C: 3.216 -1.059 -0.497  -0.1577
C: 3.377 -0.862 -4.690  -0.4636
C: 2.378 -0.512 -5.572  -0.0975
C: 2.761 -0.632 -6.913  -0.1584
C: 4.045 -1.072 -7.058  -0.3717
S: 4.814 -1.341 -5.558  1.0944
C: 4.124 -1.630 3.054  0.0589
H: 3.465 -1.319 8.468  0.0792
H: 0.922 -1.159 7.870  0.1126
H: 0.515 -1.370 5.332  0.0896
H: 0.763 -1.719 3.165  0.1070
H: 6.404 -1.713 1.624  0.1302
H: 6.588 -1.460 -0.823  0.1309
H: 5.471 -1.144 -3.031  0.1067
H: 1.224 -0.569 -3.072  0.0704
H: 1.417 -0.153 -5.261  0.0862
H: 2.114 -0.396 -7.739  0.1087
H: 4.580 -1.257 -7.968  0.0773
H: 5.002 -1.724 3.674  0.1102
C: -4.074 1.731 0.019  -0.0593
C: -3.214 1.381 1.235  -0.3560
C: -4.108 1.367 2.477  -0.0256
C: -2.081 2.369 1.403  -0.1665
C: -2.374 3.725 1.412  -0.0075
C: -1.381 4.674 1.549  -0.0339
C: -0.066 4.266 1.658  -0.0162
C: 0.281 2.918 1.659  -0.1561
C: 1.754 2.575 1.792  -0.3303
C: 2.287 1.983 0.490  -0.0251
C: 2.044 1.672 2.991  -0.0325
C: -0.741 1.958 1.545  -0.2633
N: -0.490 0.537 1.629  -0.1475
C: -1.035 -0.002 2.800  -0.2572
C: -1.256 0.728 3.975  -0.0128
C: -1.878 0.141 5.064  -0.0715
C: -2.302 -1.178 5.023  -0.0535
C: -2.073 -1.939 3.886  0.0147
C: -1.439 -1.343 2.824  -0.2255
F: -1.157 -2.066 1.677  -0.0818
H: -4.768 0.919 -0.178  0.0839
H: -3.456 1.892 -0.861  0.0365
H: -4.654 2.630 0.199  0.0857
H: -2.800 0.373 1.061  0.1229
H: -4.552 2.347 2.621  0.0892
H: -3.553 1.115 3.375  0.0565
H: -4.907 0.643 2.352  0.0924
H: -3.399 4.037 1.321  0.1192
H: -1.632 5.721 1.575  0.1169
H: 0.711 5.009 1.756  0.1200
H: 2.293 3.515 1.955  0.1458
H: 1.704 1.048 0.251  -0.0353
H: 3.346 1.725 0.574  0.1101
H: 2.156 2.684 -0.338  0.1101
H: 1.466 0.750 2.948  0.0390
H: 1.787 2.187 3.913  0.1010
H: 3.102 1.416 3.030  0.0924
H: -0.963 1.766 4.013  0.1342
H: -2.057 0.736 5.946  0.1221
H: -2.809 -1.616 5.868  0.1202
H: -2.380 -2.967 3.817  0.1316
Se: -0.625 1.301 -1.620  0.5079
P: -1.554 -0.556 -2.417  0.3649
Se: -0.746 -2.187 -1.133  0.5170
C: -3.376 -0.557 -2.454  -0.3982
C: -4.041 0.525 -3.022  -0.1095
C: -5.417 0.479 -3.137  -0.0524
C: -6.115 -0.642 -2.709  -0.0458
C: -5.440 -1.729 -2.175  -0.0530
C: -4.064 -1.688 -2.041  -0.0994
C: -1.186 -0.731 -4.192  -0.4236
C: -1.111 0.410 -4.981  -0.1240
C: -1.039 0.277 -6.357  -0.0623
C: -1.023 -0.987 -6.929  -0.0554
C: -1.063 -2.120 -6.132  -0.0468
C: -1.159 -1.999 -4.757  -0.0805
H: -3.488 1.395 -3.351  0.1092
H: -5.947 1.314 -3.566  0.1182
H: -7.189 -0.672 -2.798  0.1166
H: -5.979 -2.611 -1.868  0.1156
H: -3.525 -2.529 -1.622  0.0715
H: -1.093 1.387 -4.516  0.0831
H: -0.991 1.159 -6.977  0.1196
H: -0.970 -1.089 -8.003  0.1186
H: -1.038 -3.099 -6.584  0.1187
H: -1.217 -2.873 -4.120  0.0986

Calculated total energy in eV: -223203.1663
ΔE to the lowest compared entry with this formula, charge and spin in kcal/mol: 25.4
Net charge: +2
Multiplicity: 3

No. 3
Molecular formula: C16H19N3O4S
Method: DFT, ωB97M-V/def2-TZVPD

Last column: Löwdin charge in e.
Cartesian coordinates (Å):
O: -3.285 -1.887 1.112  0.0926
C: -2.465 -1.180 0.569  -0.4066
N: -2.783 -0.006 -0.058  0.1638
C: -4.050 0.519 -0.178  -0.3074
N: -4.217 1.693 -0.746  0.0972
O: -5.544 1.952 -0.730  -0.0340
C: -6.184 0.934 -0.149  -0.0950
C: -5.298 -0.025 0.233  0.0235
H: -5.464 -0.959 0.721  0.0985
H: -7.250 1.011 -0.070  0.1250
H: -2.058 0.568 -0.463  0.1411
C: -1.008 -1.511 0.561  -0.1102
C: -0.110 -1.026 -0.388  -0.0153
C: 1.218 -1.393 -0.312  -0.2519
C: 1.682 -2.241 0.675  -0.0513
C: 0.788 -2.746 1.607  -0.0413
C: -0.545 -2.378 1.550  0.0035
H: -1.258 -2.760 2.265  0.1220
H: 1.129 -3.423 2.374  0.1118
H: 2.726 -2.512 0.684  0.1188
S: 2.373 -0.655 -1.478  0.6689
O: 1.627 -0.241 -2.628  -0.2745
O: 3.487 -1.538 -1.644  -0.2772
N: 2.910 0.716 -0.713  -0.2297
C: 1.888 1.730 -0.560  -0.2082
H: 1.520 1.920 -1.570  0.1188
C: 2.385 3.025 0.078  -0.1656
H: 3.387 3.253 -0.284  0.1198
C: 2.362 2.985 1.606  -0.2054
H: 2.476 4.003 1.985  0.1091
C: 3.454 2.120 2.231  -0.2082
C: 3.457 0.671 1.743  -0.1713
H: 4.141 0.099 2.374  0.1143
C: 3.931 0.544 0.293  -0.1933
H: 4.346 -0.447 0.104  0.1050
H: 4.730 1.272 0.110  0.1265
H: 2.463 0.233 1.852  0.1082
H: 4.430 2.562 2.018  0.1127
H: 3.320 2.128 3.315  0.1090
H: 1.383 2.623 1.934  0.1129
H: 1.723 3.827 -0.252  0.1151
H: 1.045 1.345 0.038  0.1118
H: -0.409 -0.412 -1.224  0.1167

Calculated total energy in eV: -40394.7421
ΔE to the lowest compared entry with this formula, charge and spin in kcal/mol: 87.4
SMILES string: O=C(Nc1ccon1)c1cccc(S(=O)(=O)N2CCCCCC2)c1

No. 4
Molecular formula: CH5P3
Method: DFT, ωB97M-V/def2-TZVPD

Last column: Löwdin charge in e.
Cartesian coordinates (Å):
C: -1.316 0.239 -0.420  -0.4534
P: 2.246 1.983 0.066  0.1635
P: 0.092 -0.967 -0.580  0.5072
P: 1.681 0.137 0.369  -0.0645
H: -1.207 0.918 0.402  -0.0049
H: -1.536 0.719 -1.493  0.0796
H: 0.018 -1.549 0.757  -0.1022
H: -2.119 -0.425 -0.135  -0.0046
H: 2.142 -1.056 1.034  -0.1208

Calculated total energy in eV: -28981.6933
ΔE to the lowest compared entry with this formula, charge and spin in kcal/mol: 45.6
SMILES string: CP[PH]#P